Record 1
{"formula": "C37H40MgNO2S4Te", "method": "ωB97M-V with the def2-TZVPD basis set", "orbital_gap_ev": 7.3, "total_charge": 1, "species": ["C", "H", "C", "H", "H", "H", "S", "Te", "C", "H", "H", "C", "C", "H", "S", "H", "H", "H", "H", "H", "H", "C", "H", "N", "H", "C", "H", "C", "C", "H", "C", "C", "C", "C", "C", "H", "C", "C", "H", "C", "O", "C", "H", "C", "C", "O", "C", "C", "H", "S", "H", "H", "H", "S", "C", "H", "H", "Mg", "H", "C", "H", "H", "C", "H", "C", "C", "C", "H", "H", "C", "H", "C", "H", "C", "H", "H", "C", "C", "H", "C", "C", "H", "C", "H", "H", "C"], "positions_angstrom": [[-3.35, 0.82, -1.59], [3.46, -1.65, -3.92], [-1.39, 0.39, -4.86], [4.46, -4.34, -4.23], [4.13, -4.19, 2.90], [0.37, -2.62, -3.18], [-2.75, 1.88, -0.26], [4.30, 1.92, -3.78], [-1.22, -1.99, -4.47], [-4.18, -0.82, -0.41], [3.42, 0.41, -1.02], [2.76, 1.27, -1.14], [-0.08, 3.04, 2.21], [0.92, 3.05, 2.65], [-1.84, -1.28, -0.46], [-1.42, 2.89, -1.97], [0.24, 4.79, -5.37], [-0.89, 1.74, 3.72], [5.46, -4.66, -2.82], [4.36, 2.70, -1.24], [2.87, -8.26, 0.39], [2.34, -1.39, -2.13], [2.49, 1.64, -0.15], [1.53, 0.90, -1.87], [-1.81, 1.72, 2.20], [-1.85, -0.91, -5.08], [-2.80, -1.93, 1.62], [3.25, -2.05, -2.93], [3.87, -5.08, 2.35], [2.17, 4.26, -3.94], [-3.40, -0.64, -1.15], [3.50, 2.41, -1.85], [0.33, -0.48, -3.40], [-0.32, 0.60, -4.01], [1.11, 1.82, -6.75], [-2.86, 3.87, -1.60], [-2.19, -1.08, 1.34], [4.94, -3.88, -3.37], [-1.26, -1.16, 3.26], [3.92, -3.19, -2.49], [1.63, -3.13, 1.78], [3.60, -3.66, -1.23], [-0.44, 3.25, -7.19], [4.09, -7.45, 1.97], [0.78, 3.86, -5.52], [1.15, -1.21, -0.10], [2.34, -3.66, 0.95], [2.20, 1.51, -5.93], [-0.28, -1.92, 2.00], [0.17, 0.35, 2.10], [-3.61, -1.27, -2.02], [-2.69, -1.08, -5.75], [4.53, -8.40, 2.22], [0.23, 3.24, 0.42], [-0.13, -1.78, -3.65], [-2.77, -0.18, 1.47], [-1.83, 4.42, 0.66], [0.17, 0.37, -0.39], [-2.68, 0.93, -2.43], [1.86, 3.56, -4.71], [1.89, -6.07, -0.22], [4.13, -4.54, -0.86], [4.44, -6.30, 2.67], [2.86, 3.28, -1.97], [0.40, 3.00, -6.54], [-0.95, -1.08, 2.22], [2.01, -1.87, -0.82], [-1.57, -2.99, -4.66], [5.68, -3.17, -3.74], [2.60, -6.14, 0.60], [5.15, -6.36, 3.49], [-2.05, 3.28, -1.17], [0.83, 1.15, -7.54], [1.50, -0.23, -2.51], [-1.87, 1.22, -5.36], [-0.60, 3.92, 2.56], [-1.24, 4.11, -0.20], [3.16, -7.36, 0.94], [0.08, 1.60, -3.86], [2.58, 2.38, -4.91], [-0.82, 1.77, 2.63], [-0.87, 5.01, -0.70], [2.65, -3.06, -0.39], [-4.35, 1.14, -1.89], [2.75, 0.59, -6.10], [2.96, -4.99, 1.30]]}

Record 2
{"formula": "C30H56ClF2N2O3PSb2Tl", "method": "ωB97M-V with the def2-TZVPD basis set", "orbital_gap_ev": 7.3, "total_charge": -1, "species": ["C", "H", "H", "H", "H", "H", "H", "C", "F", "C", "H", "H", "C", "H", "H", "H", "C", "H", "H", "H", "O", "C", "H", "H", "H", "H", "Tl", "C", "H", "H", "H", "H", "F", "H", "H", "H", "H", "H", "C", "C", "H", "H", "H", "N", "H", "C", "H", "H", "H", "O", "C", "H", "H", "C", "H", "H", "H", "H", "H", "C", "H", "N", "O", "H", "H", "C", "H", "H", "H", "C", "H", "H", "C", "C", "P", "H", "H", "C", "C", "H", "C", "Sb", "C", "C", "Cl", "Sb", "H", "H", "C", "C", "H", "C", "C", "C", "C", "H", "C", "C"], "positions_angstrom": [[1.38, 1.40, 0.59], [0.01, -3.54, -3.96], [1.53, 1.38, 4.02], [2.57, -1.45, -5.24], [2.16, -1.68, -3.52], [-4.72, 1.21, -0.59], [-3.54, 0.85, -1.86], [1.95, 1.19, -6.34], [3.32, -2.84, -1.45], [-0.39, -2.53, -3.91], [-3.58, -2.41, 0.64], [-2.51, 1.18, 3.92], [-2.36, 0.27, 4.48], [-1.24, 4.27, -1.67], [0.33, 1.61, 5.31], [-0.01, 2.16, 3.66], [-1.57, 1.26, -6.23], [0.57, 1.33, 1.32], [1.85, 2.74, -1.06], [-1.37, 3.03, -4.24], [0.74, -1.79, 1.27], [-5.14, -2.87, 3.77], [2.05, -3.02, -4.65], [-1.24, 0.45, -6.87], [-2.47, -1.01, -5.14], [3.56, 1.93, -4.09], [1.16, -0.37, -0.81], [-1.83, 2.11, -3.89], [-0.96, -1.69, -6.46], [1.07, 1.31, -6.96], [-0.19, -2.33, 5.87], [2.40, 0.23, -6.58], [4.03, -1.43, 0.05], [-0.15, -4.64, 0.86], [1.24, -1.31, 5.77], [0.34, -2.86, -6.52], [-2.33, -0.56, -3.43], [-2.91, 2.27, -3.89], [0.10, -1.83, -6.26], [1.89, -1.95, -4.54], [0.44, 3.10, -5.26], [-2.96, -1.74, 6.07], [-1.44, -2.58, -4.19], [0.15, 0.33, -2.56], [-4.41, -1.48, -0.62], [-3.44, -1.72, -0.19], [3.95, -1.02, -1.88], [-2.81, -2.18, -0.95], [3.43, 0.19, -4.32], [-1.08, 2.78, 0.30], [-0.14, 3.14, -0.37], [2.05, 3.43, -4.62], [-1.71, -3.78, 1.05], [-4.41, -2.83, 4.94], [-5.63, -1.85, 1.96], [-5.82, -3.70, 3.57], [-0.99, 2.15, -6.47], [-5.01, 0.33, 1.46], [-2.25, 0.49, 5.54], [-3.39, -0.75, 4.24], [0.66, -1.18, -6.92], [-0.30, 4.05, -1.38], [-0.34, -2.32, -0.58], [-4.50, -3.62, 5.67], [2.67, 1.97, -6.61], [0.15, -1.31, 5.73], [-3.52, 0.23, -4.48], [-3.95, 1.29, 2.49], [-1.51, 1.90, -2.87], [-3.55, -1.78, 5.16], [0.43, 4.20, -2.05], [-3.34, 2.29, -0.86], [1.63, 1.31, -4.85], [-5.03, -1.84, 2.86], [0.20, 0.20, -4.09], [-0.24, -0.67, 6.51], [-2.62, 1.48, -6.47], [-2.51, -0.18, -4.43], [-4.16, -0.76, 3.06], [2.32, 1.28, 1.11], [-0.02, -2.51, 0.62], [-2.46, 0.09, 0.54], [0.43, -1.59, -4.80], [3.30, -1.50, -1.12], [-0.44, -3.76, 3.02], [-0.43, -0.54, 3.76], [-0.32, -2.20, -2.87], [1.75, 3.54, 0.51], [-3.67, 1.26, -0.87], [2.88, 1.07, -4.02], [0.79, 2.78, -3.55], [0.47, 1.39, 4.25], [-1.48, 0.90, -4.75], [1.30, 2.75, -0.12], [-0.64, -3.75, 1.27], [2.60, 0.96, -2.97], [1.20, 2.75, -4.56], [-4.10, 0.31, 2.05]]}

Record 3
{"formula": "C9H8N2", "method": "ωB97M-V with the def2-TZVPD basis set", "orbital_gap_ev": 9.4, "total_charge": 0, "smiles": "c1ccc(-c2ncc[nH]2)cc1", "species": ["C", "H", "C", "C", "H", "H", "N", "N", "C", "H", "H", "C", "C", "H", "H", "C", "C", "H", "C"], "positions_angstrom": [[-0.37, -0.49, 3.32], [1.76, -0.53, 4.12], [1.23, 0.18, -2.41], [-1.12, 0.19, -0.95], [2.13, 0.42, -2.99], [-2.24, 0.29, -0.30], [-0.90, -0.24, 1.95], [1.31, -0.38, 1.79], [-0.02, 0.42, -3.12], [2.02, -0.13, -0.72], [-2.15, 0.60, -2.87], [0.17, -0.27, 1.17], [-1.22, 0.48, -2.37], [-0.03, 0.53, -4.16], [-1.74, -0.06, 1.66], [0.90, -0.54, 3.12], [0.08, 0.02, -0.30], [-1.04, -0.52, 4.17], [1.23, 0.02, -1.12]]}